i | The following is a quantum chemistry calculation of one molecule with the formula C2H6N2O, from the Open Molecules 2025 dataset.

The SMILES is NCC(N)=O. As for the frontier orbital gap: 10.285 eV. The HOMO energy is -9.4 eV.

Element x y z (Å)
N1 -1.586 0.199 0.211
C1 -0.534 -0.766 -0.147
C2 0.867 -0.213 -0.370
N2 1.186 0.899 0.394
O1 1.684 -0.775 -1.061
H1 -2.165 0.339 -0.612
H2 -1.158 1.111 0.350
H3 -0.780 -1.371 -1.014
H4 -0.402 -1.509 0.648
H5 0.724 0.951 1.288
H6 2.163 1.134 0.314

=====

ii | The following is a quantum chemistry calculation of one molecule with the formula C2H6N2O, from the Open Molecules 2025 dataset.

The SMILES is CNNC=O. As for the frontier orbital gap: 10.194 eV. The HOMO energy is -9.3 eV.

Element x y z (Å)
C1 -0.208 0.206 1.608
N1 -0.556 -0.144 0.174
N2 0.411 0.285 -0.694
C2 0.552 -0.558 -1.822
O1 1.055 -0.256 -2.867
H1 -0.238 1.290 1.864
H2 -1.128 -0.380 2.155
H3 0.808 -0.254 1.872
H4 -1.627 0.085 0.094
H5 0.678 1.268 -0.744
H6 0.253 -1.540 -1.640

=====

Computed energies relative to the best structure, in kJ/mol: i 0.0; ii 199.3

=====

i | The following is a quantum chemistry calculation of one molecule with the formula C2H6N2O, from the Open Molecules 2025 dataset.

The SMILES is CN(N)C=O. As for the frontier orbital gap: 10.049 eV. The HOMO energy is -9.3 eV.

Element x y z (Å)
C1 1.063 -0.614 0.014
N1 -0.197 0.090 -0.175
N2 -0.219 1.464 -0.080
C2 -1.384 -0.536 -0.096
O1 -2.436 -0.002 -0.010
H1 1.829 -0.307 -0.746
H2 1.459 -0.427 0.995
H3 0.874 -1.697 -0.079
H4 0.440 1.863 -0.724
H5 -0.180 1.833 0.973
H6 -1.249 -1.667 -0.072

=====

ii | The following is a quantum chemistry calculation of one molecule with the formula C2H6N2O, from the Open Molecules 2025 dataset.

The SMILES is NCC(N)=O. As for the frontier orbital gap: 9.984 eV. The HOMO energy is -9.2 eV.

Element x y z (Å)
N1 0.002 -0.304 -1.488
C1 -0.819 0.246 -0.283
C2 0.071 0.379 1.015
N2 1.198 -0.233 1.074
O1 -0.318 1.007 2.090
H1 -0.335 0.150 -2.294
H2 -0.094 -1.328 -1.629
H3 -1.743 -0.363 -0.146
H4 -1.053 1.318 -0.416
H5 1.183 -1.047 0.416
H6 1.910 0.175 1.662

=====

Computed energies relative to the best structure, in kJ/mol: i 50.0; ii 0.0

=====

i | The following is a quantum chemistry calculation of a 2-piece molecular cluster, C4H7Cl3N3O overall, from the Open Molecules 2025 dataset.

As for the frontier orbital gap: 8.693 eV. The HOMO energy is -13.6 eV. As for the charge: +1.

Element x y z (Å)
C1 1.236 0.041 1.925
C2 -0.209 -0.538 0.313
C3 -2.175 -0.911 -1.067
C4 1.069 1.416 -2.202
N1 1.095 -0.329 0.555
N2 0.057 -0.500 2.501
N3 -0.770 -0.636 -0.856
O1 -0.885 -0.628 1.441
Cl1 0.835 2.648 -3.293
Cl2 1.331 1.901 2.029
Cl3 2.703 1.184 -1.799
H1 2.136 -0.336 2.410
H2 -2.294 -1.873 -1.566
H3 -2.698 -0.935 -0.115
H4 -2.604 -0.134 -1.698
H5 1.746 -0.024 -0.168
H6 -0.373 0.031 3.255
H7 -0.201 -0.378 -1.666

=====

ii | The following is a quantum chemistry calculation of an isolated ion of composition C4H7Cl3N3O and charge +1, from the Open Molecules 2025 dataset.

The SMILES is C/[NH+]=C(\N/C=[NH+]\[O-])C(Cl)(Cl)Cl. As for the frontier orbital gap (alpha / beta): 8.590 / 8.591 eV. The HOMO energy (alpha / beta) is -13.5 / -13.5 eV. As for the charge: +1.

Element x y z (Å)
C1 0.677 -2.280 -0.630
N1 1.142 -0.903 -0.468
C2 0.365 0.086 0.082
N2 -0.533 -0.049 1.082
C3 -1.565 0.862 1.019
N3 -2.033 1.152 -0.178
O1 -1.307 0.988 -1.229
C4 1.124 1.406 0.064
Cl1 1.601 1.738 -1.642
Cl2 0.332 2.851 0.675
Cl3 2.710 1.160 1.151
H1 0.157 -2.553 0.338
H2 -0.105 -2.439 -1.343
H3 1.621 -2.917 -0.857
H4 1.792 -0.489 -1.184
H5 -0.742 -0.926 1.623
H6 -2.296 0.900 1.860
H7 -2.941 1.415 -0.359

=====

Computed energies relative to the best structure, in kJ/mol: i 0.0; ii 22.4

=====

i | The following is a quantum chemistry calculation of a 2-piece molecular cluster, C3H6 overall, from the Open Molecules 2025 dataset.

As for the frontier orbital gap: 8.576 eV. The HOMO energy is -8.5 eV.

Element x y z (Å)
C1 0.664 -0.189 1.294
C2 0.120 -0.466 0.077
C3 -0.226 0.536 -0.902
H1 1.034 -1.038 1.855
H2 -1.942 0.232 -0.951
H3 1.135 0.789 1.446
H4 0.017 -1.486 -0.290
H5 -0.713 0.040 -1.847
H6 -0.091 1.581 -0.681

=====

ii | The following is a quantum chemistry calculation of one molecule with the formula C3H6, from the Open Molecules 2025 dataset.

The SMILES is C1CC1. As for the frontier orbital gap: 11.576 eV. The HOMO energy is -10.2 eV.

Element x y z (Å)
C1 0.170 0.798 -0.024
C2 0.661 -0.550 -0.028
C3 -0.860 -0.228 0.021
H1 0.263 1.488 -0.842
H2 0.302 1.320 0.867
H3 1.134 -0.801 0.937
H4 1.095 -1.035 -0.880
H5 -1.442 -0.577 -0.877
H6 -1.180 -0.517 0.984

=====

Computed energies relative to the best structure, in kJ/mol: i 279.3; ii 0.0